7
Properties=species:S:1:pos:R:3 method="wB97M-V/def2-TZVPD" spin_multiplicity=1 de_lowest_kj_mol=543.40
C -0.98633 -0.94765 -1.43777
C -0.62523 -0.15248 -0.28100
N -1.22561 -1.56603 -2.36995
N 1.64277 1.13953 2.32611
O 0.45779 -0.18523 0.23217
H -1.44599 0.50599 0.07191
H 2.18260 1.20587 1.45853

---

7
Properties=species:S:1:pos:R:3 method="wB97M-V/def2-TZVPD" spin_multiplicity=1 smiles=c1conn1 de_lowest_kj_mol=200.81
C 0.41302 -0.49491 -0.47907
C 0.29673 -0.01810 0.76514
O -0.78298 0.81125 0.75521
N -1.24354 0.83686 -0.61324
N -0.52681 0.10067 -1.28927
H 1.12039 -1.12730 -0.94477
H 0.72318 -0.10847 1.80599

---

7
Properties=species:S:1:pos:R:3 method="wB97M-V/def2-TZVPD" spin_multiplicity=1 smiles="[H]/N=N/C=C=O" de_lowest_kj_mol=283.30
H 2.00934 1.43760 0.05315
N 0.94664 1.24390 -0.11760
N 0.90781 -0.00613 0.03883
C -0.19577 -0.80322 0.02955
C -1.44079 -0.37427 0.00253
O -2.40080 0.27623 -0.01012
H 0.17359 -1.77411 0.00367

---

7
Properties=species:S:1:pos:R:3 method="wB97M-V/def2-TZVPD" spin_multiplicity=1 de_lowest_kj_mol=442.33
C 1.43243 0.32216 0.01551
C -1.48987 0.19177 -0.02110
N 2.53569 0.66482 -0.03665
N -2.35252 -0.61749 -0.07497
O -3.27911 -1.32176 0.03897
H -0.39840 0.18520 0.04116
H 3.55177 0.57529 0.03709

---

7
Properties=species:S:1:pos:R:3 method="wB97M-V/def2-TZVPD" spin_multiplicity=1 smiles=c1cnon1 de_lowest_kj_mol=249.36
C -0.67108 -0.46543 -0.01552
C -0.05876 0.78062 -0.01598
N 1.22892 0.65959 -0.00592
O 1.47212 -0.65538 0.01067
N 0.32869 -1.35020 -0.04381
H -1.77464 -0.73091 0.13956
H -0.52526 1.76171 -0.06899

---

8
Properties=species:S:1:pos:R:3 method="wB97M-V/def2-TZVPD" spin_multiplicity=1 de_lowest_kj_mol=287.14
C 0.56680 0.09796 -0.13469
C -1.23794 -0.62848 0.12256
H 2.52190 0.71454 0.46988
H -2.03854 -1.30830 0.04439
N -0.11365 1.18407 -0.08445
N -1.43857 0.67244 0.06083
O 1.81871 -0.13063 0.05544
O -0.01758 -1.02171 -0.08995

---

8
Properties=species:S:1:pos:R:3 method="wB97M-V/def2-TZVPD" spin_multiplicity=1 de_lowest_kj_mol=749.10
C 0.32415 1.55373 -0.00585
C -0.30118 0.46648 0.53642
N 0.85003 2.45843 -0.46238
N 0.02599 -0.80614 0.15962
O -0.67771 -1.85457 0.44530
O 0.81245 -0.70651 -1.06741
H -1.13164 0.86656 1.20042
H 0.09790 -1.97798 -0.80611

---

8
Properties=species:S:1:pos:R:3 method="wB97M-V/def2-TZVPD" spin_multiplicity=1 smiles="O=c1nco[nH]1" de_lowest_kj_mol=178.45
O -1.86657 1.11229 0.25311
C -0.87484 0.43154 0.25922
N -0.68519 -0.95750 0.42762
C 0.51977 -1.14650 0.04717
O 1.23242 -0.06650 -0.34789
N 0.37975 0.99483 0.01266
H 1.04958 -2.09525 0.02611
H 0.24507 1.72708 -0.67799

---

8
Properties=species:S:1:pos:R:3 method="wB97M-V/def2-TZVPD" spin_multiplicity=1 smiles="O=c1[nH]nco1" de_lowest_kj_mol=168.41
O -2.29877 -0.10004 -0.03528
C -1.06516 -0.00577 -0.04903
N -0.05685 0.96494 -0.03950
N 1.25901 0.45903 0.01071
C 0.95001 -0.75809 -0.10906
O -0.28348 -1.07280 0.08190
H -0.12008 2.05834 0.18773
H 1.61532 -1.54561 -0.04748

---

8
Properties=species:S:1:pos:R:3 method="wB97M-V/def2-TZVPD" spin_multiplicity=1 smiles=Oc1nnco1 de_lowest_kj_mol=158.39
O 2.03061 -0.11869 -0.00785
C 0.71924 0.03187 -0.09326
N -0.01294 1.15438 -0.04567
N -1.36202 0.77659 0.01124
C -1.37504 -0.49859 -0.02956
O -0.07905 -1.06844 -0.01128
H 2.37621 0.83862 0.15854
H -2.29701 -1.11574 0.01784

---

8
Properties=species:S:1:pos:R:3 method="wB97M-V/def2-TZVPD" spin_multiplicity=1 de_lowest_kj_mol=237.66
O 2.54144 0.25612 -0.06904
C 1.70147 -0.53933 0.05721
N -0.16356 0.98708 -0.03626
C -0.93164 0.02977 0.00750
N -1.43767 -1.08664 0.08593
O 0.98402 -1.45280 0.19147
H -0.46358 1.92451 -0.19150
H -2.23047 -0.11871 -0.04533

---

9
Properties=species:S:1:pos:R:3 method="wB97M-V/def2-TZVPD" spin_multiplicity=1 de_lowest_kj_mol=719.56
C 0.30874 -1.36983 0.75628
C 0.34838 -0.26927 -0.04047
N 0.17899 -2.28225 1.42820
N -0.86471 0.64098 0.04110
O -1.85014 0.20377 0.59167
O -0.68965 1.81023 -0.19998
S 1.81143 0.44486 -0.33845
H -0.46165 -0.98948 -1.86034
H 1.21861 1.81099 -0.37802

---

9
Properties=species:S:1:pos:R:3 method="wB97M-V/def2-TZVPD" spin_multiplicity=1 de_lowest_kj_mol=402.27
C -1.32310 0.24251 -0.96627
C -0.75874 -1.00496 -1.23518
N -2.04993 1.15303 -0.95600
N 0.83547 0.79040 0.67128
O 0.39836 -1.31537 -1.04531
O 0.62503 -1.42809 1.60371
S 1.42302 -0.77597 0.59425
H 0.07937 0.81522 1.34501
H 0.77052 1.52323 -0.01149

---

9
Properties=species:S:1:pos:R:3 method="wB97M-V/def2-TZVPD" spin_multiplicity=1 de_lowest_kj_mol=528.66
C -1.07047 -1.05885 -0.09123
C -1.22522 0.16070 0.57483
N -1.03086 -2.08017 -0.63811
N 1.84576 -0.11371 0.21241
O 1.73622 0.76056 -0.59551
O 2.76905 -0.90032 0.41095
S -0.96284 1.73028 -0.23547
H -1.48098 0.42282 1.67882
H -0.58066 1.07869 -1.31669

---

10
Properties=species:S:1:pos:R:3 method="wB97M-V/def2-TZVPD" spin_multiplicity=1 de_lowest_kj_mol=591.07
C 0.95044 -0.33607 -0.05347
C -0.34548 0.33337 0.05044
H -2.47709 0.75056 0.34174
H -0.95711 -2.46238 0.60705
N -1.16732 -0.65391 0.17671
N -0.60252 -1.86547 -0.24311
O -2.46716 -0.47955 -0.09327
O 0.71016 -1.72710 0.08171
S 2.39535 0.34096 -0.00657
S -0.75477 1.97259 -0.01676

---

9
Properties=species:S:1:pos:R:3 method="wB97M-V/def2-TZVPD" spin_multiplicity=1 de_lowest_kj_mol=505.13
C -0.44231 1.63759 -0.32970
C -1.41447 -1.21806 0.48757
N -0.57589 2.76917 -0.22104
N -2.16051 -1.81382 1.11712
O 0.19619 -0.84928 -1.83066
O 1.97716 -0.13781 1.47383
Si -0.20262 -0.19107 -0.44488
H 0.91593 -0.64718 -2.42882
H 1.70652 0.45046 2.17657

---

9
Properties=species:S:1:pos:R:3 method="wB97M-V/def2-TZVPD" spin_multiplicity=1 smiles="[H]/N=C/N=O.O=C=O" de_lowest_kj_mol=279.85
H -1.47635 2.43010 1.42411
N -0.72842 1.82624 1.64014
C -0.29817 1.13373 0.71393
N 0.40952 -0.07480 0.62489
O 1.60344 -0.11753 0.74114
H -0.68441 1.30371 -0.32867
O 1.26163 -1.75535 -2.18619
C 0.41619 -2.16629 -1.56531
O -0.50343 -2.57980 -1.06404

---

9
Properties=species:S:1:pos:R:3 method="wB97M-V/def2-TZVPD" spin_multiplicity=1 smiles="O=c1cnn(O)o1" de_lowest_kj_mol=417.79
O -2.44634 -0.20863 0.33251
C -1.26120 -0.24120 0.14763
C -0.30747 -1.26454 -0.30216
N 0.91113 -0.75912 -0.42949
N 0.78007 0.48842 -0.16136
O 1.81076 1.28545 0.44247
O -0.47166 0.86292 0.30163
H -0.63491 -2.31220 -0.64395
H 1.61963 2.14890 0.31271

---

9
Properties=species:S:1:pos:R:3 method="wB97M-V/def2-TZVPD" spin_multiplicity=1 smiles="O=c1ocnn1O" de_lowest_kj_mol=252.96
O -1.21059 1.88833 -0.02142
C -0.35748 1.01333 -0.04541
O 0.95802 1.19114 -0.09817
C 1.48869 -0.05576 -0.13952
N 0.70922 -1.04404 -0.01101
N -0.50216 -0.33236 0.26651
O -1.61387 -0.89475 -0.29701
H 2.52711 -0.14114 -0.04071
H -1.99893 -1.62475 0.38673

---

9
Properties=species:S:1:pos:R:3 method="wB97M-V/def2-TZVPD" spin_multiplicity=1 smiles="[O-][N+]#CO.N=C=O" de_lowest_kj_mol=388.23
O -1.15816 1.50957 -1.02627
N -1.07063 0.63115 -0.18831
C -1.32455 -0.37076 0.35947
O -1.27236 -1.41211 1.09141
H -0.33522 -1.50401 1.42969
N 1.61770 0.65432 -0.94142
C 1.28277 -0.02974 -0.03620
O 1.32982 -0.80262 0.85680
H 0.93064 1.32420 -1.54517